Entry 1:
The molecule C3H2N2O2 in a non-equilibrium geometry, computed with ωB97M-V/def2-TZVPD.

Geometry (Å):
C: 1.227 0.600 0.703
C: -0.265 -0.853 -1.222
C: -0.143 0.597 0.319
N: 2.295 0.276 0.983
N: -0.740 -0.644 -0.067
O: -0.095 -0.899 -2.398
O: -1.200 -1.283 0.852
H: -0.786 0.767 1.247
H: -0.292 1.441 -0.418

Output
Energy above the lowest of the compared OMol25 structures with the same formula, charge and spin in kcal/mol: 117.6
Structure (SMILES): N#CC[N+]([O-])=C=O
LUMO energy in eV: -0.27
Maximum force in eV/A: 5.277
Charge: 0



Entry 2:
The ion C5H12NO with charge +1 in a non-equilibrium geometry, computed with ωB97M-V/def2-TZVPD.

Geometry (Å):
C: 1.653 -1.254 -0.739
O: 1.670 -2.412 0.065
C: 1.249 -0.084 0.157
C: -0.027 -0.117 0.983
C: -1.381 -0.150 0.158
C: -1.984 2.175 -0.113
N: -1.456 1.104 -0.630
H: 0.946 -1.532 -1.570
H: 2.740 -1.096 -1.219
H: 2.490 -2.450 0.596
H: 1.957 -0.087 1.003
H: 1.266 0.889 -0.456
H: -0.065 0.716 1.627
H: -0.044 -1.073 1.443
H: -2.142 -0.011 0.903
H: -1.437 -1.117 -0.488
H: -1.817 3.199 -0.536
H: -2.996 2.081 0.184
H: -0.622 1.219 -1.366

Output
Energy above the lowest of the compared OMol25 structures with the same formula, charge and spin in kcal/mol: 62.8
Structure (SMILES): C=[NH+]CCCCO
LUMO energy in eV: -5.92
Maximum force in eV/A: 4.131
Charge: +1



Entry 3:
A cluster of 9 separate species, C28H50BN9OS2 in total, computed with ωB97M-V/def2-TZVPD.

Geometry (Å):
C: -2.937 5.151 -2.087
C: -3.743 3.856 -2.174
C: -2.916 2.618 -1.787
C: -2.408 1.797 -2.992
N: -2.857 0.398 -2.927
C: -3.210 -0.185 -4.238
C: -2.127 -0.185 -5.329
C: -2.333 0.827 -6.476
C: -1.371 2.033 -6.459
B: 0.098 1.634 -6.864
O: 0.894 0.880 -6.050
C: -2.024 -0.452 -2.173
S: -0.424 -0.617 -2.339
S: -2.904 -1.474 -0.972
C: -2.697 -0.620 0.633
C: -1.485 0.281 0.797
C: -0.160 -0.456 1.061
H: -3.504 5.990 -2.488
H: -2.722 5.386 -1.045
H: -1.997 5.066 -2.632
H: -4.566 3.939 -1.462
H: -4.199 3.739 -3.157
H: -2.085 2.931 -1.154
H: -3.541 1.959 -1.185
H: -1.319 1.858 -3.046
H: -2.857 2.213 -3.891
H: -4.070 0.386 -4.592
H: -3.577 -1.196 -4.065
H: -2.125 -1.183 -5.770
H: -1.137 -0.053 -4.906
H: -2.167 0.304 -7.419
H: -3.375 1.149 -6.501
H: -1.382 2.524 -5.480
H: -1.733 2.776 -7.173
H: 0.608 1.955 -7.897
H: 0.618 0.930 -5.132
H: -2.645 -1.417 1.375
H: -3.601 -0.050 0.838
H: -1.697 0.915 1.661
H: -1.374 0.961 -0.043
H: -0.237 -1.498 0.755
H: 0.178 -0.358 2.089
H: 0.615 -0.024 0.427
C: 2.950 -3.041 -0.645
C: 2.872 -2.478 0.692
N: 2.802 -2.033 1.748
H: 2.431 -3.998 -0.694
H: 2.484 -2.375 -1.370
H: 3.985 -3.198 -0.945
C: -0.343 -4.297 2.226
C: -0.236 -4.882 0.901
N: -0.155 -5.341 -0.148
H: -0.247 -5.057 3.000
H: 0.439 -3.554 2.389
H: -1.304 -3.803 2.362
C: -5.588 -4.437 -1.431
C: -7.042 -4.387 -1.402
N: -8.188 -4.347 -1.379
H: -5.167 -3.437 -1.521
H: -5.199 -4.890 -0.520
H: -5.240 -5.029 -2.276
C: -1.069 -1.980 -10.352
C: -2.165 -1.030 -10.238
N: -3.025 -0.277 -10.147
H: -0.197 -1.622 -9.806
H: -1.358 -2.946 -9.943
H: -0.790 -2.116 -11.395
C: 3.469 -0.189 4.280
C: 3.384 0.380 5.615
N: 3.327 0.816 6.676
H: 2.962 -1.149 4.231
H: 3.008 0.470 3.547
H: 4.508 -0.344 3.996
C: 0.844 2.976 7.556
C: -0.610 3.030 7.579
N: -1.756 3.073 7.595
H: 1.264 3.977 7.478
H: 1.229 2.512 8.461
H: 1.198 2.391 6.711
C: 6.932 -0.277 7.876
C: 7.054 -0.871 6.555
N: 7.118 -1.328 5.504
H: 7.023 -1.041 8.647
H: 7.705 0.472 8.034
H: 5.961 0.207 7.984
C: 8.589 1.556 11.228
C: 8.439 2.267 9.967
N: 8.321 2.826 8.972
H: 8.011 2.044 12.010
H: 8.238 0.530 11.130
H: 9.634 1.535 11.531

Output
Structure (SMILES): CCCCN(CCCCBO)C(=S)SCCC.CC#N.CC#N.CC#N.CC#N.CC#N.CC#N.CC#N.CC#N
LUMO energy in eV: -0.97
Maximum force in eV/A: 0.744
Charge: 0



Entry 4:
The molecule C18H18Cl2N4O2 in a non-equilibrium geometry, computed with ωB97M-V/def2-TZVPD.

Geometry (Å):
O: 3.280 -0.302 2.916
Cl: -4.367 -2.295 0.245
Cl: 0.224 -2.050 -2.625
N: 0.921 -1.308 0.642
N: -3.585 -0.949 -3.344
O: -1.415 4.640 0.477
C: 2.890 -0.845 1.971
C: -0.327 -0.886 0.454
C: -4.234 -1.337 -2.301
C: -2.238 -1.135 -3.433
C: -2.266 2.441 0.670
C: -2.109 1.006 0.600
C: 0.078 2.793 0.462
C: -3.537 -1.658 -1.092
C: -1.488 -1.620 -2.348
C: -1.218 3.295 0.564
C: -0.746 0.532 0.655
C: -2.157 -1.807 -1.108
C: 0.389 1.467 0.584
N: 3.592 -2.068 1.560
N: 1.877 -0.403 1.202
C: -2.078 5.130 -0.725
C: -1.310 -2.015 0.139
C: 3.805 -2.148 0.123
C: 4.743 -2.583 2.260
C: 1.804 0.974 0.772
H: -5.311 -1.315 -2.306
H: -1.696 -1.031 -4.324
H: -3.329 2.840 0.857
H: -2.954 0.311 0.459
H: 0.834 3.525 0.234
H: -2.191 6.196 -0.682
H: -3.114 4.813 -0.744
H: -1.556 4.958 -1.678
H: -0.770 -2.959 0.109
H: -1.901 -2.180 1.048
H: 2.883 -2.508 -0.438
H: 4.112 -1.242 -0.274
H: 4.669 -2.820 -0.118
H: 4.856 -3.596 1.942
H: 4.653 -2.466 3.367
H: 5.723 -2.094 1.977
H: 2.247 1.667 1.467
H: 2.319 1.032 -0.214

Output
Energy above the lowest of the compared OMol25 structures with the same formula, charge and spin in kcal/mol: 47.2
Structure (SMILES): COc1ccc2c(c1)CN(C(=O)N(C)C)N=C2Cc1c(Cl)cncc1Cl
LUMO energy in eV: 0.00
Maximum force in eV/A: 6.139
Charge: 0



| no. | HOMO-LUMO gap (eV) |
| --- | --- |
| 1 | 8.99 |
| 2 | 7.89 |
| 3 | 7.62 |
| 4 | 8.32 |